{"formula": "C79H64Br4F3NO12S", "method": "the ωB97M-V functional and the def2-TZVPD basis", "symbols": ["C", "C", "O", "O", "C", "C", "C", "C", "C", "Br", "Br", "O", "C", "C", "C", "O", "C", "C", "C", "C", "S", "C", "C", "C", "F", "Br", "C", "F", "F", "Br", "C", "C", "C", "C", "N", "C", "H", "H", "H", "H", "H", "H", "H", "H", "H", "H", "H", "H", "H", "H", "H", "H", "H", "H", "H", "H", "H", "H", "H", "H", "H", "H", "H", "H", "H", "H", "H", "H", "C", "C", "C", "C", "C", "C", "C", "O", "C", "C", "C", "C", "C", "C", "C", "O", "H", "H", "H", "H", "H", "H", "H", "H", "C", "C", "C", "C", "C", "C", "C", "O", "C", "C", "C", "C", "C", "C", "C", "O", "H", "H", "H", "H", "H", "H", "H", "H", "C", "C", "C", "C", "C", "C", "C", "O", "C", "C", "C", "C", "C", "C", "C", "O", "H", "H", "H", "H", "H", "H", "H", "H", "C", "C", "C", "C", "C", "C", "C", "O", "C", "C", "C", "C", "C", "C", "C", "O", "H", "H", "H", "H", "H", "H", "H", "H"], "xyz": [[9.517605, -1.004309, 2.898095], [9.838121, 0.265711, 2.179661], [10.288579, 0.274505, 1.091482], [9.644905, 1.427731, 2.859961], [8.249265, 1.732040, 3.027524], [8.075880, 3.231182, 3.214485], [7.201663, 3.883312, 2.139103], [5.735728, 3.484825, 2.320385], [4.915086, 3.307948, 1.054883], [5.669003, 1.829879, -0.014806], [5.079948, 4.934522, -0.055309], [3.640830, 3.054627, 1.441631], [2.630106, 2.887903, 0.451648], [1.864521, 4.195508, 0.193371], [1.641948, 1.759793, 0.938659], [1.888089, 1.468531, 2.299616], [0.819185, 0.804515, 2.976042], [1.101197, -0.717259, 3.029387], [0.108451, -1.578679, 2.226686], [0.742432, -2.916506, 1.814319], [-0.333419, -4.361012, 2.033651], [0.645928, 1.379489, 4.392638], [-0.503577, 2.353067, 4.614985], [-0.378504, 3.818480, 4.165630], [-0.846263, 4.611678, 5.187362], [1.426306, 4.396605, 3.841418], [-1.342349, 4.104832, 2.970996], [-1.245023, 3.140608, 2.050916], [-2.595717, 4.069668, 3.458897], [-1.120544, 5.844494, 2.153357], [1.774803, 0.531755, 0.065891], [0.805406, 0.224050, -0.891154], [1.012053, -0.908633, -1.678514], [2.152768, -1.683499, -1.515681], [3.080754, -1.402818, -0.589955], [2.870855, -0.333281, 0.171275], [9.018181, -1.670648, 2.205405], [10.441555, -1.462782, 3.235165], [8.880041, -0.860336, 3.763891], [7.875809, 1.184136, 3.893095], [7.681680, 1.397438, 2.160305], [7.567156, 3.394265, 4.165164], [9.034729, 3.728727, 3.302575], [7.570940, 3.647042, 1.145728], [7.303729, 4.956096, 2.270966], [5.643558, 2.552760, 2.870627], [5.229574, 4.266595, 2.880682], [3.049591, 2.555552, -0.491308], [1.787288, 4.368474, -0.875521], [2.412729, 5.038483, 0.599253], [0.880550, 4.202263, 0.641105], [0.620565, 2.117372, 0.815514], [-0.113464, 0.929818, 2.424306], [1.099570, -1.088697, 4.050590], [2.101684, -0.885525, 2.643333], [-0.720476, -1.838732, 2.878738], [-0.265362, -1.050359, 1.356782], [1.611951, -3.112579, 2.433312], [1.096462, -2.897550, 0.790922], [-0.847784, -4.453011, 0.802994], [0.403167, 0.520525, 5.011086], [1.586013, 1.763234, 4.773293], [-1.412216, 1.942850, 4.183303], [-0.680352, 2.424599, 5.683567], [-0.080966, 0.831007, -1.005448], [0.280707, -1.195732, -2.420873], [2.323712, -2.545890, -2.140746], [3.609820, -0.124907, 0.931983], [1.390256, -6.506242, -6.054047], [0.611367, -7.478006, -6.673209], [-0.748795, -7.546110, -6.421291], [-1.335795, -6.646414, -5.541856], [-0.549787, -5.680954, -4.908157], [0.811426, -5.610596, -5.171832], [-1.144445, -4.726786, -3.931245], [-0.459537, -3.883823, -3.387938], [-2.599480, -4.842212, -3.635483], [-3.168370, -3.999072, -2.688861], [-4.520919, -4.085892, -2.408845], [-5.313320, -5.012616, -3.077943], [-4.751771, -5.858485, -4.019242], [-3.392934, -5.782300, -4.297097], [-2.802892, -6.722997, -5.292682], [-3.495825, -7.529680, -5.876125], [2.451075, -6.446649, -6.257240], [1.067296, -8.183042, -7.355652], [-1.361547, -8.295235, -6.902868], [1.413761, -4.853538, -4.689267], [-2.545108, -3.282584, -2.172050], [-4.961892, -3.439124, -1.662708], [-6.370647, -5.076705, -2.857293], [-5.360281, -6.584256, -4.540668], [-2.617459, 8.695444, 6.656105], [-2.400530, 8.026432, 5.455841], [-2.977744, 8.494137, 4.288187], [-3.781060, 9.626171, 4.314122], [-4.012575, 10.287422, 5.522355], [-3.421541, 9.821943, 6.690021], [-4.900127, 11.482973, 5.584783], [-5.096235, 12.063388, 6.631434], [-5.544885, 11.941464, 4.320728], [-6.413792, 13.024159, 4.360047], [-7.012373, 13.472230, 3.195396], [-6.740721, 12.844933, 1.984019], [-5.878398, 11.763275, 1.939312], [-5.282713, 11.303313, 3.106536], [-4.377329, 10.120553, 3.041121], [-4.134864, 9.576881, 1.984133], [-2.160131, 8.333053, 7.567199], [-1.780424, 7.139396, 5.431389], [-2.809834, 7.978262, 3.354340], [-3.598513, 10.345016, 7.619327], [-6.616346, 13.508570, 5.304923], [-7.691923, 14.313360, 3.228620], [-7.205609, 13.200692, 1.074227], [-5.663961, 11.267749, 1.002867], [-5.578576, -9.017005, -0.372354], [-6.223120, -9.964511, 0.416337], [-7.002476, -9.564447, 1.488242], [-7.134942, -8.213700, 1.782376], [-6.474413, -7.263697, 1.000862], [-5.702792, -7.669726, -0.081047], [-6.570338, -5.810932, 1.314820], [-6.000742, -4.991271, 0.624923], [-7.378652, -5.400232, 2.496810], [-7.444573, -4.055698, 2.838479], [-8.200767, -3.655852, 3.926465], [-8.900196, -4.596893, 4.674678], [-8.835078, -5.938679, 4.341023], [-8.070009, -6.346548, 3.256358], [-7.992250, -7.799990, 2.929634], [-8.606438, -8.619256, 3.578780], [-4.975754, -9.332239, -1.213695], [-6.116938, -11.017413, 0.191853], [-7.511002, -10.294204, 2.102486], [-5.201326, -6.926689, -0.686645], [-6.900774, -3.330353, 2.249734], [-8.248109, -2.608609, 4.193737], [-9.495018, -4.281184, 5.521338], [-9.372827, -6.677026, 4.919020], [6.816968, -4.188909, -9.765472], [6.152636, -5.085354, -8.934922], [5.374630, -4.618499, -7.890079], [5.262513, -3.252550, -7.664230], [5.943643, -2.354226, -8.487413], [6.713790, -2.827083, -9.542090], [5.871706, -0.885426, -8.243011], [6.456354, -0.103828, -8.962297], [5.063044, -0.408549, -7.085213], [5.022048, 0.951729, -6.808838], [4.268200, 1.418743, -5.746244], [3.544487, 0.528698, -4.960364], [3.584382, -0.828230, -5.228615], [4.348865, -1.304877, -6.285687], [4.405199, -2.770047, -6.543108], [3.775939, -3.551816, -5.861181], [7.419425, -4.555811, -10.585676], [6.243204, -6.149903, -9.105235], [4.852442, -5.308259, -7.242203], [7.230440, -2.123185, -10.179256], [5.584257, 1.636358, -7.428130], [4.241926, 2.478182, -5.528730], [2.950263, 0.894233, -4.132745], [3.021822, -1.518486, -4.615196]], "atomic_forces_ev_per_a": [[-0.472, -0.131, 0.338], [-0.165, -0.218, 0.907], [0.761, 0.083, -1.572], [-0.308, 0.416, -0.047], [0.151, -0.006, 0.398], [-0.595, 0.049, 0.177], [0.307, 0.007, 0.391], [0.171, 0.246, -0.407], [0.013, -0.024, 0.334], [0.023, -0.106, -0.116], [0.072, 0.109, -0.118], [0.231, 0.020, -0.266], [-1.258, 0.038, 0.209], [0.444, 0.074, 0.084], [0.705, -0.375, -0.144], [-0.311, 0.481, 0.045], [0.256, -0.583, 0.346], [-0.135, 0.001, -0.543], [0.382, -0.433, 0.509], [-0.138, 0.169, -0.089], [-0.031, -0.230, 0.087], [-0.235, -0.362, -0.313], [0.272, 0.245, 0.003], [-0.215, -0.078, 0.071], [-0.089, 0.127, -0.035], [0.060, -0.075, -0.165], [0.048, 0.608, 0.471], [0.181, -0.057, -0.260], [-0.026, -0.262, -0.039], [-0.001, -0.130, -0.064], [-0.315, -0.381, -0.447], [0.904, -0.472, 0.255], [-0.284, 0.067, -0.204], [-0.018, 0.625, 0.427], [-0.244, 0.028, -0.113], [-0.171, 0.189, -0.015], [0.054, -0.212, -0.104], [0.165, -0.065, -0.043], [-0.033, 0.087, 0.122], [-0.049, -0.063, 0.107], [0.046, -0.072, -0.215], [0.060, 0.092, 0.189], [0.248, -0.096, -0.166], [0.044, -0.125, -0.149], [-0.114, 0.210, -0.218], [-0.082, -0.174, 0.089], [-0.173, -0.018, 0.220], [0.444, -0.108, 0.021], [-0.190, 0.015, -0.151], [0.020, 0.075, 0.080], [-0.205, -0.070, 0.051], [-0.095, 0.201, 0.018], [-0.097, 0.236, -0.127], [0.081, 0.019, 0.171], [0.186, 0.078, -0.037], [-0.372, 0.262, -0.056], [-0.128, 0.069, -0.141], [0.114, -0.107, 0.140], [0.086, 0.017, -0.146], [0.012, 0.146, -0.082], [-0.082, -0.016, 0.271], [0.190, 0.127, -0.079], [-0.162, -0.055, -0.056], [-0.014, 0.032, 0.178], [-0.101, 0.088, -0.029], [-0.030, -0.072, -0.068], [0.023, -0.177, -0.054], [0.150, -0.036, 0.056], [-0.028, -0.053, -0.035], [0.012, 0.039, 0.030], [0.088, -0.058, -0.082], [-0.013, 0.082, 0.074], [-0.085, -0.029, 0.033], [0.147, 0.020, -0.048], [0.108, 0.065, 0.025], [-0.008, 0.075, 0.055], [0.001, -0.078, -0.053], [-0.093, 0.037, 0.054], [-0.025, -0.003, 0.021], [0.022, 0.007, 0.006], [-0.118, 0.021, 0.067], [0.109, 0.029, 0.004], [-0.061, -0.085, -0.059], [0.000, -0.004, 0.015], [0.009, 0.024, 0.007], [0.003, -0.002, -0.012], [-0.078, 0.029, 0.026], [-0.035, 0.029, 0.025], [0.071, -0.006, -0.048], [-0.009, -0.024, 0.026], [-0.007, 0.001, 0.019], [0.063, -0.039, -0.047], [-0.004, -0.013, -0.039], [0.001, 0.013, 0.042], [0.085, -0.106, 0.049], [-0.056, 0.083, 0.047], [-0.031, 0.003, -0.098], [0.068, -0.077, 0.076], [-0.010, 0.064, 0.112], [-0.004, -0.009, -0.009], [0.049, -0.083, -0.045], [-0.078, 0.098, -0.036], [0.015, -0.023, -0.036], [-0.002, 0.014, 0.040], [-0.078, 0.070, -0.078], [0.019, -0.014, 0.104], [0.037, -0.057, -0.115], [-0.009, 0.002, 0.010], [0.004, -0.005, 0.008], [0.010, -0.003, -0.008], [-0.061, 0.070, -0.069], [-0.060, 0.057, -0.028], [0.060, -0.044, 0.050], [-0.003, 0.011, -0.003], [-0.007, 0.004, -0.006], [0.049, -0.066, 0.031], [-0.021, -0.028, 0.024], [0.011, 0.040, -0.018], [0.031, -0.110, -0.065], [0.015, 0.103, -0.001], [-0.053, -0.019, 0.084], [0.058, -0.060, -0.080], [0.074, 0.012, -0.105], [-0.014, 0.124, -0.014], [-0.006, -0.093, 0.007], [-0.036, 0.108, 0.054], [-0.023, -0.033, 0.019], [0.025, 0.023, -0.030], [-0.052, 0.077, 0.090], [0.073, -0.003, -0.084], [-0.065, -0.089, 0.058], [0.011, 0.008, 0.005], [0.007, -0.004, -0.007], [-0.003, -0.009, -0.009], [-0.046, 0.054, 0.049], [-0.014, 0.062, 0.047], [0.030, -0.054, -0.063], [-0.006, 0.009, 0.002], [-0.003, 0.005, 0.009], [0.030, -0.072, -0.040], [-0.021, -0.023, 0.028], [0.011, 0.030, -0.020], [0.030, -0.101, -0.063], [0.009, 0.094, 0.004], [-0.053, -0.005, 0.087], [0.056, -0.078, -0.076], [0.053, 0.098, -0.078], [-0.004, -0.015, 0.008], [-0.007, -0.097, 0.018], [-0.029, 0.109, 0.049], [-0.030, -0.034, 0.016], [0.015, 0.042, -0.002], [-0.085, 0.068, 0.114], [0.075, 0.030, -0.087], [-0.045, -0.075, 0.041], [-0.063, -0.065, 0.047], [0.007, -0.006, -0.005], [-0.002, -0.009, -0.009], [-0.040, 0.056, 0.051], [-0.017, 0.074, 0.046], [0.029, -0.058, -0.062], [-0.001, 0.009, 0.003], [0.003, -0.005, 0.018], [0.049, -0.100, -0.049]], "lumo_energy_ev": -1.08, "gap_ev": 7.9, "max_force_ev_per_a": 1.7, "energy_ev": -408181.10266}

***

{"formula": "C7H10", "method": "the ωB97M-V functional and the def2-TZVPD basis", "symbols": ["C", "C", "C", "C", "C", "C", "C", "H", "H", "H", "H", "H", "H", "H", "H", "H", "H"], "xyz": [[-0.019502, 1.352369, 0.189889], [1.161894, 0.479323, -0.357858], [1.793837, -0.555150, 0.436405], [0.694105, -0.953816, -0.553239], [-0.671458, -0.838977, 0.127928], [-2.163692, -0.521317, 0.085325], [-1.161253, 0.538180, -0.259668], [0.043405, 2.376496, -0.248308], [0.037520, 1.525366, 1.269168], [1.889761, 0.945376, -1.053773], [2.800078, -0.839034, 0.174450], [1.662305, -0.673495, 1.563637], [0.887927, -1.445095, -1.520960], [-0.358816, -0.718705, 1.162681], [-2.684245, -0.530790, 1.079474], [-2.832704, -0.812364, -0.722657], [-1.079162, 0.671632, -1.372494]], "atomic_forces_ev_per_a": [[1.284, 1.985, 0.682], [0.709, 2.039, -0.859], [0.268, -1.981, 2.015], [-0.004, 0.125, -0.607], [-0.147, 0.029, 0.460], [-0.460, 0.040, 1.011], [-0.380, -0.292, -2.120], [-0.197, -0.650, 0.097], [0.097, -0.310, 0.043], [-0.864, -0.157, 0.207], [0.221, 0.073, -0.192], [-0.260, 0.187, -1.667], [-0.032, 0.022, 0.832], [-0.610, -0.339, 0.270], [0.681, -0.169, -0.966], [0.314, 0.074, 0.029], [-0.620, -0.677, 0.765]], "smiles": "C1[C@@H]2C[C@H]2[C@@H]2C[C@H]12", "lumo_energy_ev": 1.21, "gap_ev": 9.6, "e_above_lowest_ev": 4.448, "max_force_ev_per_a": 2.8, "energy_ev": -7416.58683}

***

{"formula": "C7H10", "method": "the ωB97M-V functional and the def2-TZVPD basis", "symbols": ["C", "C", "C", "C", "C", "C", "C", "H", "H", "H", "H", "H", "H", "H", "H", "H", "H"], "xyz": [[-0.535449, 1.078134, -0.556159], [1.238284, 1.335616, 1.126308], [0.550919, 0.522108, 0.310119], [-0.697538, -1.157665, 1.015179], [-1.292398, -1.217233, -0.214223], [-0.472765, -0.593917, -1.226769], [0.982151, -0.489714, -0.743892], [-0.132353, 1.786317, -1.304747], [-1.444794, 1.478350, -0.090131], [0.732529, 2.080770, 1.740483], [2.315166, 1.291196, 1.251015], [0.146256, -1.750133, 1.353505], [-1.389315, -1.019442, 1.817077], [-2.380968, -1.218667, -0.323692], [-0.727393, -0.736154, -2.272533], [1.493629, -1.384964, -0.388560], [1.614038, -0.004600, -1.492980]], "atomic_forces_ev_per_a": [[-0.856, -1.513, -0.924], [0.224, -0.247, 0.514], [1.456, 1.900, -0.827], [-1.574, -2.076, 0.748], [0.181, 0.668, 0.600], [0.081, 1.428, -0.248], [0.311, -0.045, 0.067], [-0.118, -0.381, 0.352], [0.010, -0.413, -0.292], [-0.021, 0.072, -0.480], [-0.052, -0.464, 0.340], [0.627, 0.888, -0.552], [-0.491, -0.222, 0.806], [0.293, 0.378, 0.051], [0.145, 0.117, -0.066], [-0.137, -0.097, -0.110], [-0.081, 0.008, 0.022]], "smiles": "C=CC1CC(=C)C1", "lumo_energy_ev": 0.61, "gap_ev": 8.3, "e_above_lowest_ev": 4.714, "max_force_ev_per_a": 2.7, "energy_ev": -7416.32073}

***

{"formula": "C7H10", "method": "the ωB97M-V functional and the def2-TZVPD basis", "symbols": ["C", "C", "C", "C", "C", "C", "C", "H", "H", "H", "H", "H", "H", "H", "H", "H", "H"], "xyz": [[1.278222, 1.074385, 0.625553], [-0.174874, 1.184268, 0.219359], [-0.529884, 1.323759, -1.237341], [-0.880078, 0.064769, -0.494522], [-0.194536, -1.272617, -0.720488], [-0.206673, -2.019033, 0.544989], [-0.277317, -2.526683, 1.635124], [1.717448, 2.070897, 0.745736], [1.393459, 0.529955, 1.569168], [1.870142, 0.551899, -0.133921], [-0.791382, 1.738337, 0.924836], [-1.342358, 1.987056, -1.521558], [0.293390, 1.298371, -1.948453], [-1.932561, -0.052518, -0.244188], [0.836688, -1.141809, -1.068621], [-0.713128, -1.843688, -1.500499], [-0.346559, -2.967347, 2.604826]], "atomic_forces_ev_per_a": [[0.048, -0.029, -0.016], [0.009, 0.067, 0.124], [-0.001, 0.084, -0.175], [-0.127, -0.046, 0.062], [0.038, 0.035, -0.031], [-0.024, -0.226, 0.457], [0.033, 0.170, -0.427], [-0.065, -0.135, 0.004], [-0.036, 0.083, -0.131], [-0.087, 0.086, 0.114], [0.085, -0.048, -0.152], [0.140, -0.119, 0.033], [-0.105, -0.057, 0.117], [0.157, 0.044, -0.019], [-0.162, -0.007, 0.085], [0.055, 0.076, 0.141], [0.041, 0.023, -0.187]], "smiles": "C#CC[C@@H]1C[C@@H]1C", "lumo_energy_ev": 1.13, "gap_ev": 11.0, "e_above_lowest_ev": 2.489, "max_force_ev_per_a": 0.5, "energy_ev": -7418.54612}